No. 1
# C47H63Cl4NO2P

A 5-piece molecular cluster, C47H63Cl4NO2P overall at a distorted geometry (wB97M-V/def2-TZVPD, the Open Molecules 2025 dataset).

strongest force on any atom	4.86	eV/A
highest occupied orbital energy	-10.65	eV
LUMO level	-4.641	eV
HOMO-LUMO gap	6.01	eV

The geometry in ORCA input format:
```
! RIJCOSX wB97M-V def2-TZVPD def2/J DEFGRID3
* xyz 1 1
C -1.1105 -6.7265 -3.5208
C 0.0806 -5.6314 -3.5510
C -0.4572 -4.2141 -4.1121
C 0.8453 -3.3256 -4.4828
C 0.5899 -1.8376 -3.9159
C 1.9180 -1.4240 -3.0740
C 1.6431 -0.2695 -1.9940
C 1.4588 1.1814 -2.5218
C 1.5579 1.5743 -4.0813
C 3.0406 2.2200 -4.2736
C 1.2035 2.2836 -1.4218
Cl 1.0181 3.9865 -2.0647
C 1.1489 1.9364 0.1111
C 0.9082 3.1336 1.1743
Cl -0.5599 2.8524 2.2477
C 2.2748 3.4629 2.0183
C 2.0447 3.5853 3.5976
Cl 3.0214 5.0132 1.3832
N 1.3472 0.5487 0.5257
C 1.2967 0.1239 1.9709
C -0.1844 -0.4473 2.3737
C -0.1738 -1.9847 2.8466
C -0.8495 -2.2609 4.2776
C 0.3368 -2.2137 5.3840
O 0.4333 -3.5089 6.0455
C 1.8093 -3.8475 6.3492
C 2.4325 -4.8040 5.2018
C 1.5645 -0.5240 -0.4473
P 1.7715 -2.3643 0.0766
O 0.6760 -3.2352 -0.8975
Cl 3.7803 -2.9722 -0.3331
H -0.9388 -7.3557 -2.5668
H -1.0458 -7.3763 -4.4745
H -2.1108 -6.1739 -3.4661
H 0.9254 -5.9743 -4.2590
H 0.5795 -5.4760 -2.5259
H -1.0288 -4.3903 -5.0845
H -1.1466 -3.7237 -3.3453
H 0.9781 -3.2940 -5.6295
H 1.7778 -3.8383 -4.0622
H 0.3745 -1.1295 -4.7894
H -0.2891 -1.7498 -3.1934
H 2.6644 -0.9727 -3.8338
H 2.4242 -2.3530 -2.6434
H 1.5120 0.6453 -4.7382
H 0.7531 2.3091 -4.4138
H 2.9957 3.3565 -4.1340
H 3.7638 1.7693 -3.4954
H 3.4174 1.9359 -5.3120
H 0.6847 4.1131 0.6021
H 2.9798 2.5778 1.7773
H 1.1853 4.2620 3.9134
H 2.0122 2.5366 4.0736
H 3.0039 4.0735 4.0256
H 1.4654 1.0110 2.6932
H 2.1330 -0.6273 2.2381
H -0.5927 0.1946 3.2465
H -0.9065 -0.2337 1.4940
H 0.8992 -2.3726 2.8120
H -0.7569 -2.5841 2.0446
H -1.3172 -3.3169 4.2146
H -1.7130 -1.5425 4.5208
H 1.3517 -2.0160 4.8868
H 0.1389 -1.3488 6.1288
H 1.7917 -4.4687 7.3182
H 2.4716 -2.9375 6.5717
H 3.5497 -4.5937 5.1018
H 1.9735 -4.5933 4.1610
H 2.2169 -5.8938 5.4561
H 0.0301 -3.7491 -0.3652
C 2.1970 -9.9683 2.7662
C 1.7960 -8.7227 2.2932
C 0.9930 -7.9039 3.0811
C 0.5986 -8.3273 4.3475
C 1.0028 -9.5714 4.8217
C 1.7983 -10.3938 4.0298
H 2.8203 -10.6079 2.1503
H 2.1092 -8.3902 1.3087
H 0.6750 -6.9353 2.7092
H -0.0237 -7.6869 4.9643
H 0.6967 -9.9007 5.8093
H 2.1086 -11.3658 4.3977
C 0.6647 6.0974 8.0121
C 1.5145 6.2528 9.1028
C 2.8830 6.4071 8.9034
C 3.4011 6.4160 7.6117
C 2.5511 6.2643 6.5206
C 1.1830 6.1007 6.7205
H -0.4018 5.9738 8.1683
H 1.1099 6.2528 10.1095
H 3.5458 6.5216 9.7543
H 4.4675 6.5413 7.4561
H 2.9553 6.2729 5.5131
H 0.5207 5.9770 5.8699
C -2.2592 5.4383 -4.3933
C -3.5405 5.6446 -4.8949
C -4.6511 5.3001 -4.1309
C -4.4807 4.7578 -2.8603
C -3.1994 4.5549 -2.3571
C -2.0884 4.8909 -3.1248
H -1.3932 5.7041 -4.9908
H -3.6739 6.0736 -5.8827
H -5.6496 5.4549 -4.5251
H -5.3469 4.4937 -2.2628
H -3.0667 4.1336 -1.3654
H -1.0893 4.7274 -2.7342
C -5.9391 5.5335 -9.7699
C -5.7299 4.1609 -9.6785
C -5.9363 3.5037 -8.4695
C -6.3615 4.2181 -7.3533
C -6.5744 5.5908 -7.4458
C -6.3591 6.2492 -8.6526
H -5.7749 6.0460 -10.7119
H -5.4050 3.6028 -10.5505
H -5.7667 2.4347 -8.3970
H -6.5270 3.7049 -6.4117
H -6.9076 6.1480 -6.5758
H -6.5198 7.3196 -8.7230
*
```

Here are the Mulliken charges for atoms 1 to 99, given in e:
1. C -0.978
2. C -0.293
3. C -0.561
4. C -0.872
5. C -0.478
6. C -1.298
7. C 0.389
8. C -0.470
9. C -0.619
10. C -0.991
11. C 0.574
12. Cl -0.260
13. C 0.222
14. C -0.547
15. Cl -0.119
16. C 0.381
17. C -1.124
18. Cl -0.153
19. N 0.468
20. C 0.007
21. C -0.372
22. C -0.188
23. C -0.807
24. C -0.333
25. O -0.378
26. C -0.438
27. C -0.468
28. C 0.163
29. P 0.368
30. O -0.362
31. Cl -0.267
32. H 0.296
33. H 0.262
34. H 0.295
35. H 0.309
36. H 0.073
37. H 0.328
38. H 0.329
39. H 0.355
40. H 0.440
41. H 0.367
42. H 0.434
43. H 0.480
44. H 0.308
45. H 0.046
46. H 0.406
47. H 0.284
48. H 0.295
49. H 0.403
50. H 0.506
51. H 0.283
52. H 0.311
53. H 0.177
54. H 0.393
55. H -0.930
56. H 0.622
57. H 0.450
58. H 0.306
59. H 0.148
60. H 0.107
61. H 0.320
62. H 0.379
63. H 0.272
64. H 0.234
65. H 0.330
66. H 0.315
67. H 0.297
68. H 0.026
69. H 0.160
70. H 0.308
71. C -0.353
72. C -0.444
73. C -0.286
74. C -0.478
75. C -0.353
76. C -0.397
77. H 0.360
78. H 0.357
79. H 0.434
80. H 0.433
81. H 0.363
82. H 0.361
83. C -0.410
84. C -0.387
85. C -0.354
86. C -0.457
87. C -0.223
88. C -0.383
89. H 0.359
90. H 0.358
91. H 0.360
92. H 0.358
93. H 0.436
94. H 0.357
95. C -0.525
96. C -0.334
97. C -0.297
98. C -0.586
99. C -0.468


No. 2
# C41H40BMnN8O

C41H40BMnN8O as an isolated structure at a distorted geometry (wB97M-V/def2-TZVPD, the Open Molecules 2025 dataset).

strongest force on any atom	1.40	eV/A
highest occupied orbital energy (spin up / spin down)	-13.41 / -13.41	eV
LUMO level (spin up / spin down)	-6.755 / -6.272	eV
HOMO-LUMO gap (spin up / spin down)	6.66 / 7.13	eV

The geometry in ORCA input format:
```
! RIJCOSX wB97M-V def2-TZVPD def2/J DEFGRID3
* xyz 2 3
Mn -0.3303 -0.2743 -0.2966
C -2.7493 -1.3700 4.3923
C -1.9394 -1.7140 3.1918
C -1.4619 -2.9541 2.7930
C -0.8508 -2.7572 1.5576
N -0.9196 -1.4437 1.2441
N -1.5872 -0.8244 2.2523
B -1.8839 0.6869 2.1751
N -0.5310 1.4032 2.0177
N 0.3665 1.0749 1.0501
C 1.4711 1.8430 1.2461
C 1.2250 2.6779 2.3356
C -0.0397 2.3728 2.8000
C -0.7606 2.9667 3.9581
C 2.7483 1.8150 0.5134
C 3.0346 0.8714 -0.4711
C 4.2518 0.8546 -1.1307
C 5.2115 1.8102 -0.8347
C 4.9428 2.7596 0.1401
C 3.7347 2.7579 0.8157
N -2.6867 0.8974 0.8784
N -2.1325 0.4656 -0.2712
C -3.0454 0.6315 -1.2533
C -4.1817 1.2163 -0.7066
C -3.9242 1.3577 0.6533
C -4.8114 1.8920 1.7195
C -2.8377 0.1908 -2.6338
C -2.0922 -0.9617 -2.8989
C -1.9294 -1.4241 -4.1918
C -2.5161 -0.7360 -5.2455
C -3.2496 0.4161 -4.9972
C -3.4123 0.8795 -3.7008
C -0.2935 -3.8108 0.6992
C -0.6001 -3.8461 -0.6602
C -0.1191 -4.8586 -1.4722
C 0.6642 -5.8659 -0.9256
C 0.9447 -5.8605 0.4341
C 0.4672 -4.8438 1.2461
H -2.9289 -2.2676 4.9773
H -3.7111 -0.9503 4.0966
H -2.2451 -0.6331 5.0174
H -1.5810 -3.8894 3.3123
H -2.4641 1.0747 3.1282
H 1.8851 3.4109 2.7617
H -0.1321 3.7184 4.4283
H -1.0061 2.2092 4.7023
H -1.6906 3.4405 3.6431
H 2.2753 0.1568 -0.7347
H 4.4499 0.0996 -1.8824
H 6.1558 1.8150 -1.3624
H 5.6860 3.5079 0.3815
H 3.5681 3.5115 1.5712
H -5.0954 1.4622 -1.2199
H -5.7376 2.2552 1.2828
H -4.3350 2.7123 2.2561
H -5.0553 1.1145 2.4445
H -1.6680 -1.5166 -2.0635
H -1.3708 -2.3324 -4.3773
H -2.4040 -1.1049 -6.2558
H -3.7155 0.9476 -5.8158
H -3.9713 1.7881 -3.5167
H -1.2850 -3.1071 -1.0513
H -0.3774 -4.8792 -2.5235
H 1.0270 -6.6692 -1.5528
H 1.5262 -6.6624 0.8695
H 0.6890 -4.8487 2.3063
O 1.1194 -1.4380 -0.7932
N 2.1872 -2.0350 -0.2856
C 2.9776 -2.7328 -1.1162
C 4.1305 -3.3190 -0.6487
C 4.4695 -3.1941 0.6924
C 3.6230 -2.4845 1.5322
C 2.4819 -1.9116 1.0198
H 2.6500 -2.7880 -2.1433
H 4.7622 -3.8611 -1.3370
H 5.3785 -3.6390 1.0721
H 3.8439 -2.3629 2.5826
H 1.7837 -1.3306 1.6059
N 0.0675 1.1428 -1.9916
C 0.2880 2.5606 -1.7503
C 1.4173 3.1858 -2.2566
C 1.6339 4.5326 -2.0096
C 0.7204 5.2596 -1.2624
C -0.4270 4.6404 -0.7856
C -0.6458 3.2945 -1.0291
H 0.8219 0.7951 -2.5775
H -0.7801 1.0489 -2.5480
H 2.1283 2.6251 -2.8523
H 2.5126 5.0161 -2.4147
H 0.8971 6.3066 -1.0558
H -1.1614 5.2119 -0.2335
H -1.5451 2.8170 -0.6607
*
```

Quick look at the Mulliken charges, all values in e:
1. Mn -0.108
2. C -1.434
3. C 0.866
4. C -1.471
5. C -0.855
6. N 1.582
7. N 0.155
8. B -1.188
9. N 0.415
10. N 1.684
11. C 0.159
12. C -1.612
13. C 0.506
14. C -1.591
15. C 1.667
16. C 0.734
17. C -0.882
18. C -0.888
19. C -0.952
20. C -1.001
21. N 0.833
22. N 0.682
23. C -0.125
24. C -1.477
25. C 0.873
26. C -1.400
27. C -0.508
28. C 1.675
29. C -0.723
30. C -0.614
31. C -0.938
32. C -0.670
33. C 0.783
34. C -0.175
35. C -0.567
36. C -0.652
37. C -0.850
38. C -0.573
39. H 0.411
40. H 0.279
41. H 0.278
42. H 0.649
43. H 0.033
44. H 0.618
45. H 0.458
46. H 0.258
47. H 0.267
48. H -0.191
49. H 0.469
50. H 0.451
51. H 0.464
52. H 0.361
53. H 0.634
54. H 0.424
55. H 0.276
56. H 0.255
57. H -0.046
58. H 0.485
59. H 0.435
60. H 0.445
61. H 0.511
62. H 0.546
63. H 0.470
64. H 0.451
65. H 0.453
66. H 0.491
67. O -0.827
68. N 1.544
69. C -0.391
70. C -1.107
71. C -0.511
72. C -1.376
73. C 0.165
74. H 0.501
75. H 0.555
76. H 0.507
77. H 0.593
78. H 0.132
79. N 0.014
80. C 0.387
81. C -0.690
82. C -0.729
83. C -0.685
84. C -0.815
85. C -0.176
86. H 0.435
87. H 0.270
88. H 0.432
89. H 0.453
90. H 0.452
91. H 0.482
92. H 0.393